[1]
Density functional theory data (wB97M-V/def2-TZVPD) for one molecule with the formula C7H9ClN4O2 at a distorted geometry.

The geometry in ORCA input format:
```
! wB97M-V def2-TZVPD RIJCOSX def2/J DEFGRID3
* xyz 0 1
O -0.43 1.89 3.71
C -0.65 0.78 3.42
O 0.30 -0.01 2.84
C -0.28 -0.61 1.66
C 0.85 -1.08 0.75
C 0.36 -1.87 -0.47
C -0.62 -1.11 -1.38
C -0.17 0.31 -1.69
N -1.09 1.26 -1.56
N -0.70 2.48 -1.87
C 0.54 2.58 -2.27
Cl 1.04 4.20 -2.74
N 1.48 1.66 -2.38
N 1.09 0.44 -2.07
H -1.63 0.29 3.59
H -0.93 0.09 1.11
H -0.84 -1.49 2.01
H 1.44 -1.78 1.36
H 1.53 -0.26 0.50
H -0.18 -2.76 -0.09
H 1.19 -2.28 -1.05
H -1.65 -1.12 -1.02
H -0.63 -1.61 -2.36
*
```

energy relative to the best compared isomer or geometry (same formula, charge and spin): 34.3 kJ/mol
LUMO: -1.41 eV
gap between HOMO and LUMO: 8.90 eV
SMILES: O=COCCCCc1nnc(Cl)nn1

---

[2]
Density functional theory data (wB97M-V/def2-TZVPD) for one molecule with the formula C7H9ClSi at a distorted geometry.

The geometry in ORCA input format:
```
! wB97M-V def2-TZVPD RIJCOSX def2/J DEFGRID3
* xyz 0 3
C -1.65 2.25 -0.84
C -0.48 1.83 -1.45
C -2.11 1.53 0.24
C 0.24 0.80 -0.91
C -1.36 0.46 0.81
C -0.15 0.06 0.17
C 2.33 -2.05 0.19
Si 0.77 -1.67 1.12
Cl 1.19 -1.51 3.11
H -2.27 2.88 -1.45
H -0.18 2.24 -2.40
H -3.15 1.73 0.50
H 0.98 0.50 -1.61
H -1.75 -0.07 1.67
H 2.77 -1.07 0.15
H 2.96 -2.67 0.84
H 2.26 -2.52 -0.90
H -0.40 -2.71 0.75
*
```

LUMO (alpha / beta): 0.79 / -2.70 eV
gap between HOMO and LUMO (alpha / beta): 5.70 / 6.65 eV

---

[3]
Density functional theory data (wB97M-V/def2-TZVPD) for C7H9F as an isolated structure at a distorted geometry.

The geometry in ORCA input format:
```
! wB97M-V def2-TZVPD RIJCOSX def2/J DEFGRID3
* xyz 0 1
C 1.82 0.25 0.47
C 0.60 -0.64 0.27
C -0.71 -0.19 0.91
C -1.43 -1.01 -0.32
C -0.17 -0.33 -1.05
C -0.49 1.15 -0.88
C -0.88 1.26 0.42
H 2.08 -0.14 1.44
H 1.67 1.33 0.38
H 0.86 -1.71 0.36
H -0.87 -0.45 2.01
H -1.45 -2.11 -0.20
H -2.32 -0.51 -0.69
H 0.08 -0.65 -2.01
H -0.58 1.82 -1.74
H -1.09 1.99 1.08
F 2.90 -0.05 -0.44
*
```

energy relative to the best compared isomer or geometry (same formula, charge and spin): 206.7 kJ/mol
LUMO: 1.09 eV
gap between HOMO and LUMO: 10.11 eV

---

[4]
Density functional theory data (wB97M-V/def2-TZVPD) for C7H9F6N3O9PdS3 as an isolated structure at a distorted geometry.

The geometry in ORCA input format:
```
! wB97M-V def2-TZVPD RIJCOSX def2/J DEFGRID3
* xyz 0 1
Pd 0.46 0.72 -0.59
O 0.02 -1.39 3.44
C -0.38 -1.02 2.22
O -0.39 0.12 1.83
C -0.88 -2.20 1.40
O -0.58 -2.05 0.03
C 0.71 -2.55 -0.32
C 1.86 -1.66 0.10
O 2.73 -2.09 0.83
O 1.97 -0.44 -0.42
H 0.33 -0.59 3.90
H -1.96 -2.22 1.50
H -0.47 -3.13 1.81
H 0.71 -2.63 -1.41
H 0.87 -3.53 0.13
F -2.31 5.19 -0.57
C -2.66 3.93 -0.39
F -3.29 3.80 0.76
F -3.49 3.57 -1.38
S -1.20 2.84 -0.47
O -1.77 1.49 -0.33
O -0.60 3.09 -1.76
N -0.40 3.35 0.75
S 1.16 3.25 1.06
O 1.60 1.86 1.17
O 1.47 4.16 2.11
C 2.10 3.93 -0.39
F 2.20 3.07 -1.39
F 3.32 4.21 0.06
F 1.52 5.05 -0.82
N -2.14 -0.97 -2.00
C -1.47 -0.06 -2.68
N -2.11 0.83 -3.42
S 0.28 -0.08 -2.72
H -3.13 -0.83 -1.83
H -1.62 -1.50 -1.30
H -3.10 0.99 -3.30
H -1.56 1.60 -3.77
*
```

energy relative to the best compared isomer or geometry (same formula, charge and spin): 154.8 kJ/mol
LUMO: -1.56 eV
gap between HOMO and LUMO: 7.99 eV

---

[5]
Density functional theory data (wB97M-V/def2-TZVPD) for one molecule with the formula C7H9FN2O2 at a distorted geometry.

The geometry in ORCA input format:
```
! wB97M-V def2-TZVPD RIJCOSX def2/J DEFGRID3
* xyz 0 1
C 1.90 1.05 -0.76
C 0.43 0.62 -0.96
C -0.47 1.71 -1.70
O -0.09 2.68 -2.28
O -1.63 1.25 -1.89
C -0.26 0.05 0.30
F -0.75 1.05 1.12
C 0.72 -0.86 1.15
C -0.23 -1.65 1.99
N -1.47 -1.81 1.88
C -2.09 -1.43 0.72
N -1.59 -0.68 -0.13
H 2.56 0.81 -1.52
H 2.39 0.56 0.05
H 2.08 2.17 -0.67
H 0.26 -0.31 -1.65
H -1.81 0.33 -1.46
H 1.41 -0.17 1.86
H 1.38 -1.49 0.55
H 0.32 -2.00 2.85
H -3.07 -1.90 0.58
*
```

energy relative to the best compared isomer or geometry (same formula, charge and spin): 0.0 kJ/mol
LUMO: -0.53 eV
gap between HOMO and LUMO: 9.42 eV
SMILES: C[C@H](C(=O)O)[C@]1(F)CC=NC=N1

---

[6]
Density functional theory data (wB97M-V/def2-TZVPD) for one molecule with the formula C7H9N at a distorted geometry.

The geometry in ORCA input format:
```
! wB97M-V def2-TZVPD RIJCOSX def2/J DEFGRID3
* xyz 0 1
C 1.64 -0.15 -0.62
C 0.54 -1.21 -0.02
C -0.89 -1.08 0.16
C -1.90 0.12 -0.42
C -1.09 1.53 0.24
C 1.39 1.09 0.29
C 0.08 -0.40 1.04
H 1.47 -0.02 -1.61
H 2.57 -0.52 -0.24
H 0.80 -2.26 0.12
H -1.18 -2.02 0.44
H -2.13 0.14 -1.52
H -2.83 -0.31 0.02
H -0.86 2.41 -0.45
H 1.99 2.08 -0.15
H 0.36 -0.35 2.26
N 0.05 0.93 0.45
*
```

energy relative to the best compared isomer or geometry (same formula, charge and spin): 837.8 kJ/mol
LUMO: 0.24 eV
gap between HOMO and LUMO: 7.22 eV

---

[7]
Density functional theory data (wB97M-V/def2-TZVPD) for C7H9N as an isolated structure at a distorted geometry.

The geometry in ORCA input format:
```
! wB97M-V def2-TZVPD RIJCOSX def2/J DEFGRID3
* xyz 0 1
C 0.57 -0.69 1.36
C -1.51 -1.36 0.79
C -0.20 -0.82 -1.39
C 0.81 0.39 -1.64
C 0.70 1.25 -0.36
C 0.60 0.83 0.98
C -0.64 -0.48 0.07
H -0.05 -1.03 2.37
H 1.51 -1.29 1.27
H -2.05 -0.70 1.46
H -1.34 -0.62 -1.81
H 0.78 0.79 -2.56
H 1.67 -0.43 -1.57
H 1.21 2.32 -0.43
H 1.05 1.60 1.58
H 0.09 -1.99 -1.31
N -0.68 0.96 0.31
*
```

energy relative to the best compared isomer or geometry (same formula, charge and spin): 834.4 kJ/mol
LUMO: 0.35 eV
gap between HOMO and LUMO: 9.02 eV

---

[8]
Density functional theory data (wB97M-V/def2-TZVPD) for C7H9N as an isolated structure at a distorted geometry.

The geometry in ORCA input format:
```
! wB97M-V def2-TZVPD RIJCOSX def2/J DEFGRID3
* xyz 0 1
C 1.19 1.24 0.20
C 1.38 -1.15 0.03
C 0.08 -0.69 -0.10
C -1.17 -1.03 -0.13
C -2.24 -0.14 -0.12
C -1.46 1.13 -0.19
C -0.11 0.77 -0.22
H 1.13 1.32 1.32
H 1.70 2.18 -0.24
H 3.01 -0.11 -0.30
H 1.71 -1.20 0.98
H 1.56 -1.99 -0.57
H -1.47 -2.15 -0.24
H -2.26 -0.52 1.20
H -3.41 -0.03 -0.60
H -1.68 2.23 -0.49
N 2.04 0.13 -0.53
*
```

energy relative to the best compared isomer or geometry (same formula, charge and spin): 594.1 kJ/mol
LUMO: 0.95 eV
gap between HOMO and LUMO: 9.14 eV

---

Please write out number 7 again, unchanged.
Density functional theory data (wB97M-V/def2-TZVPD) for C7H9N as an isolated structure at a distorted geometry.

The geometry in ORCA input format:
```
! wB97M-V def2-TZVPD RIJCOSX def2/J DEFGRID3
* xyz 0 1
C 0.57 -0.69 1.36
C -1.51 -1.36 0.79
C -0.20 -0.82 -1.39
C 0.81 0.39 -1.64
C 0.70 1.25 -0.36
C 0.60 0.83 0.98
C -0.64 -0.48 0.07
H -0.05 -1.03 2.37
H 1.51 -1.29 1.27
H -2.05 -0.70 1.46
H -1.34 -0.62 -1.81
H 0.78 0.79 -2.56
H 1.67 -0.43 -1.57
H 1.21 2.32 -0.43
H 1.05 1.60 1.58
H 0.09 -1.99 -1.31
N -0.68 0.96 0.31
*
```

energy relative to the best compared isomer or geometry (same formula, charge and spin): 834.4 kJ/mol
LUMO: 0.35 eV
gap between HOMO and LUMO: 9.02 eV